(1)
DFT (ωB97M-V/def2-TZVPD) results for a cluster of 7 separate species, C33H73F3N6O9S in total in a non-equilibrium geometry.

The total charge is +2. For the energy above the lowest of the compared OMol25 structures with the same formula, charge and spin, the calculation gives 95.79 kJ/mol. The highest occupied orbital energy comes out at -10.9 eV. Its multiplicity is 1.

Atoms and positions in Å:
C  -1.79  -1.88  6.45
O  -2.34  -0.78  5.76
C  -1.40  0.01  5.09
C  -2.07  0.74  3.95
N  -3.22  1.55  4.49
H  -3.75  0.85  5.04
H  -2.94  2.27  5.15
C  -4.15  2.20  3.49
C  -4.92  1.15  2.73
O  -5.54  0.26  3.63
C  -6.93  0.50  3.80
H  -1.24  -1.57  7.35
H  -1.08  -2.45  5.85
H  -2.62  -2.52  6.74
H  -0.64  -0.63  4.60
H  -0.83  0.71  5.71
H  -2.51  0.04  3.25
H  -1.36  1.45  3.54
H  -3.46  2.74  2.84
H  -4.80  2.85  4.08
H  -4.17  0.51  2.24
H  -5.49  1.60  1.92
H  -7.46  0.55  2.84
H  -7.18  1.41  4.36
H  -7.32  -0.32  4.40
C  2.99  5.36  -6.53
O  2.83  6.01  -5.26
C  3.96  5.87  -4.44
C  3.97  4.57  -3.63
N  2.59  4.37  -3.11
H  2.45  5.13  -2.44
H  1.89  4.60  -3.83
C  2.23  3.08  -2.42
C  2.99  2.90  -1.14
O  4.38  2.78  -1.39
C  5.10  2.74  -0.17
H  3.56  5.98  -7.21
H  1.98  5.26  -6.94
H  3.36  4.34  -6.42
H  3.87  6.69  -3.71
H  4.92  6.06  -4.92
H  4.61  4.76  -2.78
H  4.34  3.71  -4.18
H  2.16  2.22  -3.07
H  1.19  3.26  -2.12
H  2.59  2.01  -0.64
H  2.82  3.72  -0.43
H  4.85  1.83  0.39
H  4.89  3.62  0.45
H  6.18  2.69  -0.32
C  -2.11  -2.55  -10.11
O  -1.74  -2.73  -8.74
C  -0.37  -2.66  -8.51
C  -0.06  -2.43  -7.05
N  -1.06  -1.40  -6.53
H  -0.67  -0.46  -6.56
H  -1.89  -1.45  -7.13
C  -1.50  -1.65  -5.11
C  -0.47  -1.24  -4.08
O  0.35  -2.37  -3.84
C  1.66  -2.07  -3.43
H  -2.33  -1.50  -10.30
H  -3.00  -3.16  -10.30
H  -1.40  -2.98  -10.82
H  0.21  -1.96  -9.13
H  0.12  -3.60  -8.80
H  0.93  -2.03  -6.91
H  -0.21  -3.28  -6.39
H  -1.85  -2.68  -5.04
H  -2.42  -1.08  -4.97
H  -1.00  -1.00  -3.16
H  0.15  -0.38  -4.36
H  2.33  -2.05  -4.31
H  2.06  -2.80  -2.73
H  1.77  -1.10  -2.93
C  0.00  0.04  0.54
F  -0.53  -0.54  1.62
F  1.33  -0.04  0.69
F  -0.34  -0.63  -0.56
S  -0.56  1.82  0.46
O  0.46  2.61  1.13
O  -0.75  2.17  -0.94
O  -1.82  1.78  1.19
C  -0.44  -5.66  3.16
C  -0.14  -4.53  4.15
N  1.17  -3.90  4.06
C  2.31  -4.76  4.32
C  2.09  -5.73  5.49
C  1.26  -2.97  2.94
C  2.67  -2.42  2.64
H  -0.15  -6.65  3.55
H  -0.07  -5.64  2.15
H  -1.54  -5.73  3.16
H  -0.90  -3.75  4.00
H  -0.21  -4.86  5.18
H  2.55  -5.41  3.46
H  3.18  -4.14  4.52
H  1.38  -6.49  5.17
H  3.02  -6.25  5.75
H  1.75  -5.22  6.39
H  0.65  -2.09  3.16
H  0.88  -3.45  2.02
H  3.39  -3.23  2.65
H  2.97  -1.78  3.47
H  2.67  -1.91  1.69
N  3.26  4.37  3.95
C  3.08  4.19  2.60
C  3.26  5.42  2.01
C  3.52  6.38  3.02
C  3.44  5.70  4.21
H  3.10  3.71  4.68
H  2.76  3.25  2.18
H  3.29  5.59  0.94
H  3.80  7.41  2.88
H  3.40  6.08  5.22
N  -4.53  -3.80  0.99
C  -5.56  -2.92  0.80
C  -5.00  -1.66  0.78
C  -3.60  -1.80  0.95
C  -3.34  -3.15  1.03
H  -4.57  -4.80  1.03
H  -6.55  -3.32  0.70
H  -5.67  -0.82  0.72
H  -2.91  -1.00  1.12
H  -2.42  -3.69  1.23

Atomic partial charges in e from the Mulliken method, atoms 1 to 5:
1 C -0.5143
2 O -0.3194
3 C -0.2585
4 C -0.2789
5 N -0.0614

---

(2)
DFT (ωB97M-V/def2-TZVPD) results for a cluster of 10 separate species, C33H73N7O13 in total in a non-equilibrium geometry.

For the energy above the lowest of the compared OMol25 structures with the same formula, charge and spin, the calculation gives 98.35 kJ/mol. The highest occupied orbital energy comes out at -8.8 eV. Its multiplicity is 1.

Atoms and positions in Å:
C  3.54  -0.25  -2.75
C  4.64  0.07  -3.69
O  5.82  0.43  -3.01
C  7.00  0.65  -3.63
C  8.14  1.14  -2.69
O  7.11  0.71  -4.84
H  3.66  -1.30  -2.47
H  2.68  -0.21  -3.42
H  3.26  0.47  -1.98
H  4.76  -0.87  -4.23
H  4.33  0.94  -4.28
H  9.10  1.08  -3.21
H  8.13  0.50  -1.81
H  8.06  2.22  -2.55
C  -1.82  3.26  4.27
C  -3.31  3.26  3.98
O  -3.77  4.41  3.24
C  -3.53  4.43  1.86
C  -3.97  5.77  1.23
O  -3.06  3.53  1.15
H  -1.53  3.89  5.11
H  -1.37  3.79  3.43
H  -1.49  2.24  4.44
H  -3.68  2.35  3.51
H  -3.90  3.30  4.89
H  -3.14  6.27  0.73
H  -4.53  6.37  1.94
H  -4.69  5.68  0.42
C  -1.82  0.58  -4.78
C  -2.86  -0.51  -4.74
O  -4.27  -0.11  -4.76
C  -4.84  0.34  -3.59
C  -6.35  0.60  -3.69
O  -4.20  0.59  -2.60
H  -0.87  0.04  -4.80
H  -1.83  1.24  -3.91
H  -1.88  1.23  -5.66
H  -2.76  -1.00  -5.71
H  -2.66  -1.23  -3.94
H  -6.58  1.44  -4.34
H  -6.67  0.67  -2.66
H  -6.81  -0.18  -4.30
C  -4.96  -4.83  -3.84
N  -4.26  -4.27  -2.62
C  -4.35  -2.83  -2.47
C  -3.95  -5.05  -1.55
O  -3.65  -4.60  -0.45
H  -5.93  -4.47  -4.17
H  -5.01  -5.90  -3.64
H  -4.25  -4.68  -4.66
H  -3.93  -2.28  -3.31
H  -5.42  -2.68  -2.36
H  -3.88  -2.44  -1.57
H  -4.06  -6.13  -1.73
C  4.57  -0.95  3.43
N  4.70  -1.86  2.31
C  5.41  -3.17  2.53
C  4.22  -1.53  1.12
O  4.43  -2.19  0.08
H  5.45  -0.34  3.64
H  4.26  -1.56  4.28
H  3.77  -0.21  3.37
H  5.59  -3.75  1.63
H  6.43  -3.01  2.87
H  4.84  -3.77  3.24
H  3.46  -0.73  1.21
C  -0.11  -1.03  0.53
N  -0.94  0.01  -0.09
C  -2.37  0.14  0.42
C  -0.54  0.86  -1.07
O  0.48  0.92  -1.65
H  0.91  -0.73  0.32
H  -0.48  -1.92  0.01
H  -0.30  -1.09  1.60
H  -2.37  0.31  1.50
H  -2.88  1.09  0.22
H  -2.97  -0.74  0.20
H  -1.33  1.61  -1.23
C  2.76  3.88  -4.38
N  1.48  4.46  -3.98
C  0.30  3.73  -4.34
C  1.39  5.64  -3.32
O  2.35  6.23  -2.83
H  3.58  4.58  -4.53
H  2.62  3.23  -5.24
H  3.13  3.41  -3.47
H  0.37  2.77  -3.84
H  -0.68  4.12  -4.06
H  0.14  3.49  -5.39
H  0.34  5.91  -3.15
C  1.23  -4.97  6.02
N  0.93  -4.30  4.75
C  0.76  -5.23  3.71
C  1.22  -3.01  4.45
O  1.02  -2.57  3.30
H  2.24  -5.38  6.00
H  0.52  -5.80  6.04
H  0.96  -4.31  6.84
H  -0.07  -5.91  3.86
H  0.47  -4.71  2.80
H  1.71  -5.75  3.57
H  1.41  -2.42  5.36
C  -2.87  -3.58  3.24
N  -3.51  -2.62  4.15
C  -3.51  -2.85  5.51
C  -4.14  -1.57  3.60
O  -4.80  -0.74  4.29
H  -1.80  -3.76  3.22
H  -3.07  -3.43  2.18
H  -3.26  -4.52  3.64
H  -2.46  -2.81  5.81
H  -3.99  -2.05  6.08
H  -3.99  -3.79  5.77
H  -4.06  -1.53  2.51
C  4.34  3.97  0.03
N  3.14  3.59  0.77
C  2.29  2.54  0.21
C  2.96  4.11  2.02
O  2.03  4.05  2.76
H  4.88  3.08  -0.32
H  4.88  4.74  0.58
H  4.15  4.42  -0.95
H  1.97  2.89  -0.78
H  2.78  1.57  0.28
H  1.35  2.57  0.76
H  3.92  4.60  2.20

Atomic partial charges in e from the Mulliken method, atoms 1 to 5:
1 C -0.6749
2 C -0.2643
3 O -0.1103
4 C 0.5721
5 C -0.9873

---

(3)
DFT (ωB97M-V/def2-TZVPD) results for a cluster of 5 separate species, C33H74ClNO5 in total in a non-equilibrium geometry.

The highest occupied orbital energy comes out at -9.0 eV. Its multiplicity is 1.

Atoms and positions in Å:
C  -10.57  6.29  -2.80
C  -9.24  6.61  -3.45
Cl  -8.62  5.18  -4.34
C  -8.20  6.92  -2.38
O  -7.04  7.39  -3.06
C  -5.93  7.27  -2.35
O  -5.92  7.25  -1.20
O  -4.82  7.15  -3.10
O  -4.14  8.38  -3.11
C  -3.30  8.50  -1.96
C  -1.80  8.59  -2.30
N  -0.94  7.91  -1.33
C  -1.07  6.45  -1.37
C  0.17  5.73  -1.93
C  0.56  6.21  -3.33
O  1.26  5.94  -1.04
H  -10.60  5.26  -2.47
H  -10.79  6.97  -1.98
H  -11.35  6.43  -3.55
H  -9.31  7.47  -4.11
H  -8.58  7.67  -1.69
H  -8.00  5.97  -1.88
H  -3.60  9.38  -1.39
H  -3.47  7.65  -1.31
H  -1.58  8.29  -3.32
H  -1.53  9.64  -2.25
H  -1.22  8.24  -0.42
H  -1.97  6.10  -1.89
H  -1.18  6.11  -0.34
H  -0.08  4.67  -1.99
H  0.77  5.35  -3.95
H  1.43  6.85  -3.22
H  -0.24  6.77  -3.80
H  1.00  5.49  -0.23
C  4.93  1.18  3.24
C  3.46  1.39  3.58
C  2.56  1.48  2.34
C  2.86  2.66  1.42
C  2.78  4.04  2.08
C  1.38  4.37  2.60
H  5.33  2.02  2.67
H  5.52  1.09  4.16
H  5.07  0.27  2.66
H  3.34  2.28  4.20
H  3.12  0.54  4.19
H  1.52  1.52  2.67
H  2.66  0.56  1.77
H  2.15  2.63  0.58
H  3.85  2.54  0.97
H  3.06  4.79  1.34
H  3.51  4.12  2.88
H  0.64  4.34  1.80
H  1.37  5.37  3.03
H  1.07  3.67  3.38
C  -0.45  -4.33  2.16
C  0.76  -4.48  1.25
C  2.06  -4.75  2.01
C  2.50  -3.63  2.95
C  2.69  -2.26  2.28
C  3.78  -2.26  1.22
H  -0.34  -3.47  2.83
H  -1.36  -4.17  1.57
H  -0.60  -5.22  2.77
H  0.86  -3.60  0.61
H  0.58  -5.33  0.57
H  2.85  -4.95  1.28
H  1.95  -5.67  2.59
H  3.44  -3.92  3.42
H  1.77  -3.52  3.76
H  2.95  -1.53  3.05
H  1.75  -1.92  1.84
H  4.74  -2.56  1.65
H  3.90  -1.26  0.79
H  3.55  -2.94  0.40
C  -6.02  -5.07  -1.44
C  -5.91  -6.42  -0.74
C  -6.46  -6.40  0.69
C  -5.73  -5.46  1.65
C  -4.23  -5.72  1.80
C  -3.92  -7.10  2.37
H  -5.44  -4.30  -0.94
H  -5.64  -5.15  -2.47
H  -7.06  -4.74  -1.49
H  -4.87  -6.75  -0.74
H  -6.47  -7.16  -1.31
H  -6.44  -7.42  1.09
H  -7.52  -6.11  0.66
H  -6.20  -5.54  2.63
H  -5.88  -4.43  1.33
H  -3.81  -4.96  2.46
H  -3.73  -5.60  0.83
H  -4.38  -7.23  3.36
H  -2.84  -7.23  2.49
H  -4.27  -7.90  1.72
C  8.03  -3.22  -3.12
C  8.68  -3.98  -1.97
C  8.21  -5.43  -1.86
C  6.72  -5.60  -1.56
C  6.23  -4.91  -0.29
C  6.89  -5.45  0.98
H  6.94  -3.14  -2.99
H  8.42  -2.20  -3.18
H  8.22  -3.71  -4.08
H  8.51  -3.44  -1.04
H  9.77  -3.98  -2.13
H  8.80  -5.93  -1.08
H  8.44  -5.95  -2.79
H  6.51  -6.67  -1.49
H  6.14  -5.23  -2.41
H  5.15  -5.06  -0.21
H  6.39  -3.83  -0.35
H  6.70  -6.52  1.09
H  6.49  -4.95  1.86
H  7.97  -5.29  0.98

Atomic partial charges in e from the Mulliken method, atoms 1 to 5:
1 C -1.3215
2 C 0.3740
3 Cl -0.2128
4 C -0.8902
5 O -0.2526

---

(4)
DFT (ωB97M-V/def2-TZVPD) results for a cluster of 6 separate species, C33H75N3O9 in total in a non-equilibrium geometry.

The total charge is +1. The highest occupied orbital energy (alpha / beta) comes out at -9.9 / -9.9 eV. Its multiplicity is 2. As for the expectation value of S²: 0.7543.

Atoms and positions in Å:
C  -0.44  -4.80  -3.11
C  -0.15  -5.87  -2.02
O  0.89  -5.54  -1.20
O  -0.72  -3.52  -2.44
H  -1.25  -5.10  -3.78
H  0.45  -4.66  -3.73
H  0.02  -6.86  -2.42
H  -1.06  -6.01  -1.43
H  1.71  -5.65  -1.70
H  0.02  -3.13  -1.96
C  4.65  -1.88  0.62
C  4.11  -3.14  1.41
O  3.56  -2.78  2.61
O  5.48  -1.13  1.47
H  3.73  -1.33  0.46
H  5.11  -2.20  -0.32
H  4.93  -3.86  1.39
H  3.42  -3.70  0.79
H  3.23  -3.57  3.03
H  5.06  -1.22  2.33
C  0.95  -0.73  -0.56
C  1.43  -0.63  -2.04
O  2.73  -1.29  -2.05
O  0.64  -2.12  -0.34
H  0.07  -0.12  -0.37
H  1.74  -0.43  0.13
H  1.52  0.41  -2.35
H  0.82  -1.11  -2.80
H  3.35  -0.71  -2.48
H  1.49  -2.54  -0.50
C  5.41  3.17  -2.62
C  4.18  2.23  -2.37
C  2.95  3.11  -2.47
C  2.46  3.42  -3.88
C  2.34  2.12  -4.70
C  3.60  1.20  -4.71
N  4.11  1.09  -3.30
O  5.14  0.21  -3.14
C  3.11  -0.25  -5.32
C  4.67  1.75  -5.71
C  4.28  1.75  -0.90
H  5.51  3.78  -1.73
H  5.17  3.89  -3.40
H  6.29  2.62  -2.97
H  2.15  2.67  -1.87
H  3.12  4.07  -1.98
H  3.07  4.17  -4.38
H  1.45  3.83  -3.79
H  2.08  2.58  -5.65
H  1.42  1.56  -4.51
H  2.45  -0.27  -6.19
H  3.91  -0.99  -5.38
H  2.46  -0.60  -4.52
H  4.89  2.80  -5.52
H  5.60  1.20  -5.57
H  4.32  1.56  -6.73
H  4.26  2.58  -0.19
H  5.13  1.09  -0.69
H  3.35  1.19  -0.78
H  5.97  0.67  -3.29
C  -0.95  3.24  -0.81
C  -1.55  3.14  0.58
C  -0.88  4.15  1.56
C  -1.35  5.62  1.36
C  -2.87  5.67  1.35
C  -3.68  4.60  0.48
N  -3.03  3.24  0.65
O  -3.73  2.22  0.14
C  -5.09  4.54  1.09
C  -3.88  5.25  -0.95
C  -1.15  1.75  1.27
H  -1.21  2.39  -1.46
H  0.13  3.26  -0.68
H  -1.34  4.19  -1.18
H  -1.06  3.78  2.57
H  0.19  4.18  1.36
H  -0.91  6.12  0.50
H  -0.92  6.17  2.20
H  -3.09  6.66  0.96
H  -3.20  5.79  2.38
H  -5.65  3.70  0.66
H  -5.11  4.33  2.16
H  -5.81  5.36  1.08
H  -4.54  6.12  -1.03
H  -2.95  5.34  -1.51
H  -4.48  4.57  -1.55
H  -1.35  1.69  2.34
H  -0.07  1.60  1.18
H  -1.58  0.93  0.69
H  -3.90  1.83  1.00
C  -4.34  -5.62  4.20
C  -4.13  -4.08  4.04
C  -3.93  -3.53  5.45
C  -3.26  -2.14  5.49
C  -2.01  -2.19  4.70
C  -2.20  -2.59  3.24
N  -2.93  -3.82  3.16
O  -2.98  -4.37  1.92
C  -2.87  -1.39  2.51
C  -0.75  -2.69  2.70
C  -5.43  -3.42  3.52
H  -5.23  -5.90  4.77
H  -3.61  -6.10  4.84
H  -4.23  -6.14  3.25
H  -4.82  -3.46  6.08
H  -3.27  -4.19  6.01
H  -3.06  -2.04  6.56
H  -3.97  -1.40  5.13
H  -1.37  -2.91  5.20
H  -1.54  -1.21  4.71
H  -2.29  -0.48  2.63
H  -3.16  -1.71  1.51
H  -3.83  -1.24  3.01
H  -0.12  -3.47  3.12
H  -0.88  -3.06  1.68
H  -0.25  -1.76  2.40
H  -5.39  -2.33  3.62
H  -6.38  -3.75  3.93
H  -5.53  -3.63  2.46
H  -3.56  -3.80  1.41

Atomic partial charges in e from the Mulliken method, atoms 1 to 5:
1 C -0.4820
2 C -0.4877
3 O -0.4442
4 O -0.5360
5 H 0.3412

---

These records have E values of -81742.3886, -72450.2927, -59668.7065, -58319.1693 eV, in the order they appear.